1.
Here is the molecule C19H29N3O2 from the OMol25 dataset. Energies are from ωB97M-V with the def2-TZVPD basis set.

HOMO: -9.4 eV
LUMO energy: 0.029 hartree
spin multiplicity: 1
gap between HOMO and LUMO: 10.21 eV
SMILES string: CC(C)[C@@H](NC(=O)[C@H]1CC[C@@H](C)CC1)C(=O)NCc1ccccn1

Structure (XYZ):
```
53
C19H29N3O2 ωB97M-V with the def2-TZVPD basis set
O 0.85 -1.03 -0.75
C 0.27 0.91 0.54
H -5.37 -0.62 1.63
C -4.35 -2.97 0.65
H -2.30 -1.47 -0.36
H -4.31 -3.77 -0.08
C 1.08 2.16 0.14
H 2.21 1.27 -1.47
H -0.92 0.24 -1.02
C 6.35 0.00 -0.60
H -4.20 0.02 -2.23
H 5.47 -0.24 -2.55
H 0.39 3.01 0.26
C -3.22 -1.39 -0.95
H 0.67 1.97 -1.97
C 1.04 -0.38 0.26
C 6.16 -0.23 0.75
C -2.13 1.31 0.27
C 1.53 2.10 -1.32
H 3.05 1.64 0.89
C -4.58 0.89 0.32
C 5.36 -0.40 -1.49
H 3.12 -2.26 1.96
H -3.45 -3.03 1.27
H -3.19 -2.17 -1.71
N 1.91 -0.74 1.22
H -5.33 -1.58 -0.65
H -3.61 -0.51 1.63
N 5.07 -0.81 1.24
C -3.37 1.11 -0.60
C -4.42 -1.61 -0.04
H 3.43 -1.35 -1.63
H 2.08 -0.12 1.99
C 2.89 -1.80 1.00
C 4.23 -1.02 -0.98
H -3.50 2.06 -1.13
H -5.22 -3.13 1.29
O -2.17 1.93 1.32
H 6.89 0.07 1.48
H 2.03 3.02 -1.60
C 4.13 -1.21 0.39
H 1.98 2.39 2.10
C 2.28 2.40 1.06
H -5.49 0.95 -0.27
C -3.29 -0.02 -1.62
H 2.43 -2.53 0.33
H 0.01 0.98 1.60
H -4.59 1.67 1.07
H 7.25 0.48 -0.95
N -0.96 0.84 -0.21
H 2.72 3.37 0.84
H -2.45 0.11 -2.31
C -4.49 -0.48 0.99
```

2.
Here is the molecule C19H29N3O2S from the OMol25 dataset. Energies are from ωB97M-V with the def2-TZVPD basis set.

HOMO: -7.6 eV
LUMO energy: 0.024 hartree
spin multiplicity: 1
gap between HOMO and LUMO: 8.30 eV
SMILES string: COc1ccc(NC(=S)N2CCC(N(C)C[C@@H]3CCCO3)CC2)cc1

Structure (XYZ):
```
54
C19H29N3O2S ωB97M-V with the def2-TZVPD basis set
H 8.51 4.70 -0.68
H -5.98 -4.10 2.43
H -6.31 -2.29 3.92
C 7.52 4.32 -0.46
C -5.31 -2.30 3.50
C -1.47 0.98 -1.27
C 4.18 2.02 -3.00
O 7.07 3.72 -1.65
H -2.25 -1.65 -0.87
H -1.70 -3.95 1.86
N 2.07 1.35 -2.10
H 0.05 -2.54 -1.03
C 5.82 3.16 -1.67
H 5.23 3.53 0.37
H 6.11 2.63 -3.71
H -2.49 -2.22 2.93
H -0.56 -3.76 0.54
S 0.62 2.96 -0.57
H 6.87 5.14 -0.16
C 0.87 1.61 -1.50
H -2.31 -3.80 0.20
H -2.18 0.63 -2.02
H 3.88 1.59 -3.95
H 1.07 -0.85 -2.46
H -6.01 -0.95 1.97
N -0.14 0.74 -1.79
C 3.30 1.99 -1.92
H -0.98 0.60 0.78
H -4.71 -0.26 2.96
C 3.71 2.53 -0.71
C -0.10 -1.49 -0.78
H 3.05 2.50 0.14
H 0.65 -1.19 -0.05
C 0.07 -0.66 -2.06
O -4.46 -3.16 1.45
H -2.70 0.45 0.39
C 4.95 3.12 -0.59
H -4.59 -2.23 4.32
C -1.69 0.23 0.04
N -1.56 -2.02 1.11
H -4.38 -4.27 3.19
H -4.17 -1.39 0.52
C -1.54 -3.45 0.90
C 5.42 2.60 -2.88
H -2.47 -0.58 2.30
H -1.59 2.05 -1.12
C -5.08 -1.17 2.50
C -5.05 -3.57 2.67
H -0.67 -0.98 -2.80
C -4.07 -1.80 1.53
C -1.49 -1.28 -0.15
H 2.03 0.78 -2.94
H 7.59 3.59 0.35
C -2.62 -1.62 2.02
```